[1]
Molecular formula: C33H26Br2CrN2O5P
Method: DFT, ωB97M-V/def2-TZVPD

```
70
Properties=species:S:1:pos:R:3:mulliken_charge:R:1
Cr 0.0885 1.0676 -1.5127 -0.021
Br -0.8562 2.6688 -3.1660 -0.211
C -1.4763 1.0457 -4.3032 -0.953
Br -0.8149 -0.5457 -3.1633 0.168
H -0.9879 1.0528 -5.2858 0.557
H -2.5700 1.0292 -4.3965 0.485
O -1.5011 3.6658 1.2758 -0.836
C -1.2473 2.5513 0.8297 0.024
O -0.6466 2.3958 -0.2714 0.212
C -1.7069 1.3021 1.6809 -0.651
C -2.3767 1.6108 2.8949 0.391
C -2.8766 0.6043 3.7460 -1.246
C -2.7302 -0.7392 3.4221 -0.799
C -2.0797 -1.1125 2.2368 -0.296
C -1.5718 -0.1431 1.3861 1.081
P -0.7785 -0.5064 -0.0619 2.424
C 0.7665 -1.5537 0.2085 0.864
C 1.5118 -2.0789 -0.8523 -0.368
C 2.6744 -2.8014 -0.6078 -0.844
C 3.1066 -3.0080 0.6982 -0.706
C 2.3746 -2.4899 1.7597 -0.892
C 1.2107 -1.7673 1.5175 -0.428
C -2.1316 -1.2242 -1.1311 0.437
C -2.1514 -2.5463 -1.5895 0.050
C -3.2310 -3.0202 -2.3305 -0.838
C -4.2991 -2.1825 -2.6208 -0.439
C -4.2941 -0.8647 -2.1684 -0.929
C -3.2205 -0.3815 -1.4279 -0.690
H -2.5328 2.6365 3.1970 0.456
H -3.3850 0.8827 4.6610 0.660
H -3.1217 -1.4999 4.0848 0.441
H -1.9745 -2.1634 1.9982 0.531
H 1.1883 -1.9252 -1.8744 0.158
H 3.2441 -3.2031 -1.4360 0.448
H 4.0124 -3.5703 0.8873 0.367
H 2.7110 -2.6476 2.7768 0.463
H 0.6621 -1.3694 2.3613 0.299
H -1.3255 -3.2121 -1.3690 0.386
H -3.2371 -4.0449 -2.6802 0.409
H -5.1376 -2.5544 -3.1970 0.404
H -5.1299 -0.2138 -2.3928 0.428
H -3.2351 0.6371 -1.0826 0.269
O -0.5362 0.9771 5.9304 -0.563
C 0.7240 1.0676 5.4743 0.473
O 1.6575 1.1383 6.2362 -0.643
C 0.9021 1.0692 3.9929 0.653
C -0.1457 1.0823 3.0736 -0.522
C 0.1285 1.0897 1.6861 -0.084
C 1.4368 1.0836 1.2103 0.288
C 2.4799 1.0741 2.1447 -0.720
C 2.2164 1.0687 3.5073 -1.140
N 1.5834 1.0835 -0.1840 0.391
C 2.7846 1.0996 -0.7540 -0.142
C 2.8401 1.0977 -2.1706 0.088
C 4.0657 1.1105 -2.8562 -1.048
C 4.0311 1.1110 -4.2254 -0.340
C 2.7843 1.0996 -4.8909 -1.030
C 1.6321 1.0873 -4.1495 -0.112
N 1.6020 1.0849 -2.7857 0.581
H -1.2319 0.8695 5.2665 0.438
H -1.2619 1.0964 3.3473 -1.181
H -0.7163 1.1052 0.8864 1.200
H 3.5165 1.0705 1.8331 0.336
H 3.0507 1.0637 4.2020 0.446
H 3.7338 1.1150 -0.2142 0.054
H 5.0077 1.1201 -2.3246 0.415
H 4.9534 1.1209 -4.7966 0.403
H 2.7333 1.1005 -5.9724 0.419
H 0.6734 1.0784 -4.6302 -0.001
O -1.5690 1.0536 -1.5383 -0.922
```

- Total charge: -1
- Highest occupied orbital energy (spin up / spin down): -2.952 / -2.944 eV
- 2S+1: 1
- E_LUMO (spin up / spin down): 2.114 / 2.091 eV



[2]
Molecular formula: C4H9N2O
Method: DFT, ωB97M-V/def2-TZVPD

```
16
Properties=species:S:1:pos:R:3:mulliken_charge:R:1
C -0.8591 -1.8807 0.0775 -1.073
C -0.7935 -0.0454 0.1508 -0.246
N -1.8723 0.5482 -0.5975 -0.038
O -2.9844 0.4949 -0.1393 -0.294
N 0.3663 0.4264 -0.4644 0.171
C 1.1363 1.5777 0.0481 -0.277
C 1.7295 0.1841 0.1244 -0.425
H -1.6544 -1.9898 0.7505 0.392
H -1.0917 -2.0457 -0.9029 0.411
H 0.1829 -2.0105 0.1267 0.408
H -1.0103 0.2298 1.2764 0.453
H 0.1228 0.2473 -1.4726 0.396
H 0.7111 2.0527 1.0494 0.254
H 1.5032 2.3665 -0.7252 0.280
H 2.6067 -0.0103 -0.4614 0.295
H 1.9069 -0.1453 1.1595 0.290
```

- SMILES: C[C@H](N=O)[NH+]1CC1
- ΔE to the lowest compared entry with this formula, charge and spin: 162.9 kcal per mole
- Total charge: +1
- Highest occupied orbital energy: -13.642 eV
- 2S+1: 1
- E_LUMO: -4.720 eV